1.
Molecular formula: C43H103N9O17
Method: DFT, wB97M-V/def2-TZVPD

Structure (XYZ):
```
172
Properties=species:S:1:pos:R:3:forces:R:3:lowdin_charge:R:1
C 1.494 -1.010 8.353 0.076 -0.546 -1.210 -0.090
O 1.010 -1.286 7.044 -0.077 0.143 -0.485 -0.212
C 1.976 -1.960 6.230 -0.673 0.955 0.488 -0.183
C 1.363 -2.252 4.868 0.111 -0.349 0.366 -0.193
O 1.295 -1.181 3.949 0.025 0.081 -0.106 -0.244
C 0.272 -0.221 4.220 0.210 -0.163 -0.102 -0.061
H 0.646 -0.690 8.932 -0.213 0.147 0.326 0.084
H 2.245 -0.227 8.282 0.242 0.086 0.359 0.088
H 1.911 -1.945 8.742 0.136 0.216 0.414 0.086
H 2.238 -2.849 6.816 0.325 -0.318 -0.651 0.126
H 2.854 -1.323 6.070 0.204 -0.044 0.194 0.128
H 0.361 -2.648 5.045 -0.092 -0.261 -0.141 0.123
H 1.998 -2.977 4.368 -0.045 -0.382 0.013 0.121
H -0.194 0.079 3.260 0.275 -0.141 0.437 0.069
H 0.741 0.644 4.695 -0.470 0.081 0.056 0.090
H -0.462 -0.706 4.872 -0.111 0.467 -0.002 0.090
C -1.975 -3.951 -4.724 0.764 0.223 0.918 -0.107
O -2.881 -4.017 -3.650 -0.977 -0.075 -0.522 -0.187
C -2.370 -4.723 -2.565 -0.363 0.465 1.893 -0.192
C -3.415 -4.835 -1.382 0.795 0.925 -1.517 -0.150
O -3.749 -3.543 -0.889 -0.016 0.684 -0.074 -0.216
C -4.914 -3.536 -0.055 1.247 -1.617 -0.851 -0.079
H -1.512 -4.912 -4.927 0.068 -0.379 -0.008 0.085
H -1.163 -3.253 -4.438 -0.105 -0.101 -0.403 0.080
H -2.473 -3.632 -5.618 -0.384 0.376 -0.281 0.085
H -1.497 -4.180 -2.180 0.177 -0.185 0.088 0.107
H -2.063 -5.729 -2.854 0.017 -0.213 0.032 0.128
H -2.961 -5.416 -0.580 -0.112 -0.451 -0.054 0.109
H -4.311 -5.256 -1.829 -0.238 -0.536 0.229 0.123
H -5.262 -2.530 0.075 -0.006 0.367 0.266 0.059
H -4.656 -4.079 0.852 -0.171 0.417 0.642 0.065
H -5.663 -4.157 -0.530 -0.629 0.090 -0.234 0.087
C -3.812 -7.336 1.780 2.010 0.672 0.084 -0.068
O -2.371 -7.314 1.546 -0.278 0.016 0.441 -0.206
C -1.667 -6.479 2.487 -0.956 1.094 -1.454 -0.159
C -1.523 -5.012 1.980 0.011 -1.384 -0.788 -0.183
O -0.648 -4.920 0.834 -0.301 -0.209 1.129 -0.175
C -0.414 -3.560 0.559 -0.089 -0.176 -0.300 -0.116
H -3.935 -7.588 2.831 -0.547 -0.213 0.021 0.083
H -4.244 -8.061 1.095 -0.005 0.031 0.126 0.088
H -4.189 -6.325 1.598 -0.371 -0.146 -0.013 0.063
H -0.652 -6.831 2.621 0.098 -0.509 -0.019 0.123
H -2.204 -6.450 3.444 0.191 -0.016 -0.031 0.119
H -1.107 -4.498 2.839 -0.075 0.705 0.092 0.106
H -2.463 -4.589 1.583 -0.081 -0.014 0.908 0.106
H -1.323 -2.955 0.662 -0.127 -0.096 -0.222 0.066
H -0.078 -3.548 -0.473 0.211 0.405 -0.085 0.078
H 0.326 -3.112 1.222 0.318 -0.044 0.118 0.085
C 1.471 0.109 0.789 -0.395 -0.010 -0.543 -0.076
O 0.236 0.014 0.057 0.356 0.167 0.738 -0.202
C 0.002 1.200 -0.697 0.279 -0.842 1.081 -0.209
C -1.388 1.215 -1.207 0.073 -0.183 -0.860 -0.186
O -1.595 0.354 -2.329 -0.040 -1.369 0.772 -0.219
C -1.644 -1.073 -1.973 -0.238 0.230 -0.011 -0.048
H 1.493 0.991 1.434 -0.232 0.000 0.244 0.078
H 2.354 0.215 0.138 -0.233 -0.233 -0.135 0.091
H 1.527 -0.807 1.364 0.230 -0.009 0.209 0.064
H 0.746 1.148 -1.463 0.489 0.817 -0.918 0.113
H 0.088 2.060 -0.034 0.485 0.339 -0.119 0.098
H -1.597 2.232 -1.557 -0.215 -0.121 0.046 0.125
H -2.021 0.949 -0.365 -0.522 -0.038 0.073 0.115
H -1.831 -1.639 -2.882 -0.258 0.251 -0.173 0.070
H -2.441 -1.317 -1.249 0.039 0.435 -0.338 0.077
H -0.734 -1.495 -1.536 0.226 0.693 -0.069 0.068
C 1.946 4.927 3.196 0.526 -0.444 -0.272 0.000
C 0.806 3.942 3.235 -0.507 0.385 -0.665 -0.559
O 0.562 3.346 4.269 -0.121 -0.380 0.159 0.029
N 0.067 3.770 2.101 0.692 0.450 0.022 0.017
C -1.106 2.925 2.113 0.550 0.395 0.822 -0.074
H 1.853 5.581 4.050 -0.194 0.451 -0.011 0.083
H 2.167 5.446 2.253 -0.472 -0.046 0.283 0.081
H 2.817 4.326 3.428 0.415 -0.149 -0.015 0.064
H 0.240 4.342 1.280 -0.034 -0.179 0.235 0.085
H -0.803 1.878 2.086 -0.278 -0.205 -0.436 0.053
H -1.754 3.250 1.306 -0.138 -0.329 -0.064 0.081
H -1.562 3.068 3.092 -0.435 -0.041 -0.087 0.090
C -5.151 3.326 -1.067 0.790 0.553 -0.271 -0.011
C -6.454 2.611 -1.098 -1.533 -0.504 -0.338 -0.529
O -7.563 3.157 -1.200 1.787 -0.539 0.220 0.025
N -6.374 1.239 -1.044 -1.123 0.546 0.242 0.015
C -5.155 0.502 -0.817 0.354 0.047 -0.184 -0.085
H -4.636 3.243 -0.098 -0.438 0.359 -0.068 0.090
H -5.323 4.339 -1.408 -0.038 0.369 0.551 0.086
H -4.414 2.947 -1.773 -0.153 -0.518 -0.241 0.067
H -7.328 0.870 -1.011 0.825 -0.432 0.037 0.151
H -5.264 -0.553 -0.619 -0.754 -0.273 -0.057 0.061
H -4.608 0.873 0.049 0.138 0.267 0.017 0.074
H -4.522 0.543 -1.702 0.265 0.149 0.017 0.066
C -4.902 -2.558 4.005 -0.341 -0.636 -0.568 -0.005
C -3.408 -2.741 3.990 0.362 -0.635 1.118 -0.536
O -2.876 -3.590 4.726 -0.347 1.101 -1.105 0.010
N -2.696 -1.930 3.174 -0.757 0.022 0.033 0.035
C -3.209 -1.059 2.116 1.058 -0.173 -0.041 -0.058
H -5.278 -1.559 4.191 0.269 0.245 0.443 0.083
H -5.302 -3.297 4.694 -0.084 0.256 0.136 0.088
H -5.303 -2.790 3.018 -0.002 -0.208 -0.179 0.065
H -1.704 -2.070 3.205 0.313 -0.043 -0.060 0.109
H -2.969 -1.520 1.154 -0.370 -0.028 -0.183 0.056
H -2.586 -0.158 2.146 -0.489 0.237 0.003 0.074
H -4.281 -0.832 2.167 0.473 -0.114 0.288 0.084
C 4.256 -2.029 1.722 1.231 0.562 0.939 0.009
C 4.811 -0.725 2.384 -1.213 -0.223 -0.683 -0.529
O 5.953 -0.396 2.177 0.303 0.079 0.240 0.061
N 3.906 0.038 3.081 -0.010 -1.065 -0.191 0.010
C 4.292 1.236 3.783 -0.462 0.311 -0.021 -0.066
H 5.134 -2.670 1.787 -0.146 -0.361 -0.005 0.077
H 4.102 -1.885 0.657 -0.397 0.210 -0.028 0.054
H 3.424 -2.500 2.243 -0.189 0.166 -0.188 0.056
H 3.013 -0.391 3.324 0.307 0.111 -0.094 0.083
H 3.377 1.853 3.855 0.585 0.193 -0.237 0.077
H 5.125 1.697 3.237 -0.352 0.128 0.210 0.071
H 4.586 1.056 4.816 0.278 -0.197 0.090 0.079
C 3.439 -0.829 -7.036 -0.006 -0.436 -0.874 -0.003
C 3.084 -0.342 -5.676 0.892 0.795 -0.614 -0.547
O 3.714 0.569 -5.128 -0.493 -0.640 0.002 0.010
N 2.002 -0.947 -5.186 0.030 0.187 0.601 0.020
C 1.565 -0.624 -3.841 -0.068 -0.102 -0.571 -0.045
H 3.391 -1.914 -7.105 0.078 -0.188 0.162 0.083
H 4.422 -0.520 -7.355 0.185 0.257 0.054 0.085
H 2.696 -0.482 -7.755 0.056 0.256 -0.038 0.092
H 1.587 -1.655 -5.769 -0.190 -0.041 0.348 0.138
H 1.601 -1.517 -3.235 0.017 -0.142 0.440 0.085
H 0.549 -0.242 -3.870 -0.092 0.235 0.275 0.075
H 2.294 0.124 -3.507 -0.492 -0.162 0.276 0.071
C 7.195 4.979 1.606 0.790 0.041 -0.394 -0.006
C 6.343 3.772 1.320 0.180 1.561 -0.434 -0.594
O 6.754 2.697 1.619 0.171 -1.869 0.454 0.079
N 5.107 4.028 0.808 -0.445 -0.848 0.005 0.035
C 4.170 2.915 0.598 -0.454 0.511 0.226 -0.062
H 8.249 4.728 1.474 -0.113 -0.453 0.346 0.085
H 7.004 5.171 2.654 0.151 0.612 0.190 0.085
H 7.113 5.842 0.955 -0.813 0.337 0.122 0.069
H 4.920 4.986 0.562 -0.361 -0.249 -0.079 0.127
H 4.651 1.972 0.834 0.319 0.054 0.184 0.075
H 3.817 2.839 -0.409 0.185 0.127 -1.004 0.045
H 3.232 2.990 1.158 0.303 0.241 0.525 0.064
C -1.781 5.961 -1.884 0.657 -0.223 0.331 0.021
C -0.532 5.074 -1.754 -1.261 1.273 1.165 -0.563
O -0.153 4.796 -0.624 0.435 -0.326 0.207 0.003
N 0.042 4.669 -2.869 0.749 -0.360 -0.694 0.039
C 1.334 3.953 -2.858 -0.848 0.493 -0.506 -0.021
H -1.588 6.957 -1.476 0.253 -0.226 0.098 0.089
H -2.483 5.479 -1.204 -0.438 0.190 -0.402 0.076
H -2.132 6.124 -2.899 -0.299 -0.363 -0.067 0.071
H -0.432 4.997 -3.694 0.537 -0.284 -0.357 0.120
H 1.234 2.954 -3.269 -0.045 -0.252 0.302 0.074
H 1.683 3.987 -1.838 0.049 -0.393 0.245 0.075
H 2.053 4.467 -3.472 0.236 0.368 -0.302 0.078
C -2.022 3.115 -5.343 0.079 -0.093 -0.298 0.002
C -3.273 2.229 -5.355 0.102 0.765 -1.473 -0.562
O -4.168 2.493 -6.153 0.287 -0.099 0.275 0.027
N -3.338 1.182 -4.537 -0.502 -0.531 0.295 0.027
C -4.479 0.260 -4.618 0.029 0.992 0.366 -0.049
H -1.193 2.830 -4.693 -0.124 -0.359 -0.006 0.054
H -2.387 4.060 -5.004 -0.227 0.875 0.404 0.056
H -1.645 3.337 -6.361 -0.357 -0.590 0.468 0.096
H -2.671 1.071 -3.793 0.264 -0.271 0.113 0.082
H -5.397 0.689 -4.179 0.360 -0.047 -0.007 0.086
H -4.193 -0.618 -4.054 -0.134 -0.423 -0.169 0.073
H -4.719 0.085 -5.665 0.207 -0.316 0.059 0.086
C 5.141 -0.792 -2.040 -0.167 -0.134 -0.438 0.004
C 5.599 0.640 -1.904 -0.332 -0.094 -0.024 -0.556
O 6.516 0.929 -1.180 0.661 0.225 0.379 0.075
N 4.882 1.599 -2.590 0.286 -0.381 0.139 0.010
C 5.492 2.914 -2.609 -0.100 0.727 -0.475 -0.092
H 5.666 -1.401 -1.303 -0.336 0.183 0.131 0.083
H 5.411 -1.204 -3.016 -0.018 0.195 -0.117 0.082
H 4.048 -0.836 -1.974 0.177 -0.234 0.215 0.061
H 4.435 1.250 -3.433 -0.048 0.305 -0.044 0.070
H 5.839 3.206 -1.614 -0.302 -0.171 -0.162 0.065
H 4.805 3.670 -3.015 -0.146 -0.282 0.348 0.075
H 6.359 2.980 -3.262 0.299 -0.295 -0.089 0.084
```
Positions in Å, forces in eV/Å.

The energy relative to the best compared isomer or geometry (same formula, charge and spin) is 0.0 kJ/mol. As for the highest occupied orbital energy: -8.852 eV. As for the molecular weight: 1018.34 g mol⁻¹. The LUMO energy is 0.01 eV. Its electronic energy is -94478.677 eV. The frontier orbital gap comes out at 8.9 eV.

2.
Molecular formula: C4H6B5F20LiO3
Method: DFT, wB97M-V/def2-TZVPD

Structure (XYZ):
```
39
Properties=species:S:1:pos:R:3:forces:R:3:nbo_charge:R:1
Li 18.877 -14.386 -6.616 0.023 0.284 -0.162 0.933
B 15.662 -15.152 -7.120 -0.663 0.689 0.496 1.368
F 15.820 -16.463 -7.639 0.264 -0.349 -0.012 -0.605
F 16.772 -14.756 -6.344 -0.027 -0.417 -0.330 -0.575
F 15.374 -14.253 -8.142 0.138 -0.250 -0.056 -0.564
F 14.517 -15.207 -6.250 0.046 -0.201 -0.005 -0.606
B 21.206 -12.713 -7.471 0.013 -0.327 -0.410 1.344
F 21.984 -12.184 -6.436 0.235 0.078 0.119 -0.580
F 21.038 -14.124 -7.308 -0.179 0.372 0.243 -0.588
F 19.956 -12.104 -7.507 -0.025 -0.061 0.034 -0.562
F 21.886 -12.495 -8.704 0.200 0.119 -0.024 -0.599
B 18.971 -15.108 -9.817 0.186 -0.228 0.650 1.364
F 19.437 -13.931 -10.397 -0.183 0.037 -0.187 -0.570
F 17.982 -15.708 -10.636 -0.117 0.013 -0.191 -0.596
F 20.046 -16.028 -9.695 -0.121 -0.040 -0.087 -0.591
F 18.408 -14.859 -8.522 0.292 0.071 -0.766 -0.591
B 16.602 -11.242 -5.306 0.559 -0.873 0.053 1.354
F 15.520 -11.610 -6.117 -0.278 0.190 0.179 -0.580
F 16.275 -11.365 -3.920 -0.262 -0.022 -0.029 -0.603
F 17.709 -12.074 -5.596 -0.530 0.697 0.196 -0.566
F 16.886 -9.874 -5.520 0.188 0.437 -0.183 -0.601
B 20.748 -14.262 -3.394 -0.166 -0.566 0.201 1.361
F 20.595 -15.488 -2.639 -0.089 0.030 0.033 -0.615
F 22.051 -14.292 -3.917 -0.157 0.166 -0.062 -0.579
F 19.735 -14.207 -4.367 0.476 -0.066 0.034 -0.569
F 20.609 -13.195 -2.483 0.112 0.140 0.061 -0.589
C 17.599 -20.153 -8.823 -0.601 -0.950 -0.466 -0.618
C 17.253 -19.128 -7.777 1.422 0.753 -0.200 0.038
C 17.497 -19.510 -6.306 -0.915 0.130 -0.925 -0.081
O 18.024 -18.329 -5.756 0.399 -0.388 0.602 -0.497
C 18.554 -17.553 -6.748 -0.867 0.745 -0.941 0.995
O 19.113 -16.529 -6.597 0.424 -0.478 0.604 -0.529
O 18.241 -18.097 -7.953 0.287 -0.087 0.423 -0.475
H 18.591 -20.607 -8.742 0.075 0.302 0.510 0.198
H 17.581 -19.713 -9.820 -0.215 0.183 0.081 0.238
H 16.884 -20.991 -8.806 -0.037 0.143 -0.048 0.173
H 16.303 -18.616 -7.935 -0.213 -0.313 0.053 0.239
H 18.178 -20.367 -6.252 0.174 0.124 0.258 0.144
H 16.544 -19.736 -5.826 0.133 -0.087 0.252 0.179
```
Positions in Å, forces in eV/Å.

The energy relative to the best compared isomer or geometry (same formula, charge and spin) is 58.9 kJ/mol. As for the highest occupied orbital energy: -0.129 eV. As for the molecular weight: 543.05 g mol⁻¹. The LUMO energy is 7.50 eV. Its electronic energy is -68354.913 eV. The frontier orbital gap comes out at 7.6 eV. The net charge is -4.